a) Here is C2H3I3O2 as an isolated structure from the OMol25 dataset. Energies are from wB97M-V/def2-TZVPD.

Properties
- Frontier orbital gap: 7.967 eV
- E_HOMO: -0.314 Eh

```
! RIJCOSX wB97M-V def2-TZVPD def2/J DEFGRID3
* xyz 0 1
C 0.206 -0.747 -0.845
C 1.226 -0.337 -0.077
O -0.226 -2.052 -0.809
O -0.976 1.435 0.973
I -1.706 3.202 1.207
I 1.920 1.702 -0.249
I 2.178 -1.684 1.218
H -0.365 -0.204 -1.602
H -1.023 -2.027 -1.344
H -1.233 0.712 1.528
*
```

***

b) Here is C2H3I3O2 as an isolated structure from the OMol25 dataset. Energies are from wB97M-V/def2-TZVPD.

Properties
- Frontier orbital gap: 8.493 eV
- E_HOMO: -0.312 Eh

```
! RIJCOSX wB97M-V def2-TZVPD def2/J DEFGRID3
* xyz 0 1
C -1.221 0.161 0.060
C -0.009 0.711 -0.160
O 0.815 1.157 0.815
O 0.541 0.754 -1.386
I -1.906 -0.102 2.004
I -2.249 -0.748 -1.514
I 1.219 -2.386 0.124
H -0.079 -2.015 0.911
H 1.734 0.934 0.564
H 1.154 1.533 -1.418
*
```

***

What is the stability order? It is b), a), from most stable to least stable.

***

a) Here is an isolated ion of composition C2H6N3O2 and charge -1 from the OMol25 dataset. Energies are from wB97M-V/def2-TZVPD.

Properties
- Frontier orbital gap: 6.575 eV
- SMILES: C[N-][N+](=O)[N-]OC
- E_HOMO: -0.096 Eh

```
! RIJCOSX wB97M-V def2-TZVPD def2/J DEFGRID3
* xyz -1 1
C -2.706 1.278 -0.616
C 2.599 -1.167 0.104
N 0.663 0.197 -0.004
N -1.402 0.810 -0.955
N -0.464 0.108 0.347
O -0.905 -0.333 1.395
O 1.596 -0.547 0.805
H -3.390 0.671 -0.047
H -3.149 1.425 -1.674
H -2.911 2.383 -0.245
H 3.253 -0.557 -0.545
H 2.165 -1.984 -0.573
H 3.271 -1.629 0.878
*
```

***

b) Here is a 2-piece molecular cluster, C2H6N3O2 overall from the OMol25 dataset. Energies are from wB97M-V/def2-TZVPD.

Properties
- Frontier orbital gap: 8.869 eV
- E_HOMO: -0.165 Eh

```
! RIJCOSX wB97M-V def2-TZVPD def2/J DEFGRID3
* xyz -1 1
N 1.408 2.400 1.060
C 0.792 1.195 0.610
O 1.367 0.137 0.924
O -0.239 1.350 -0.097
H 0.833 3.220 1.021
H 1.998 2.307 1.863
N -1.822 -0.818 -0.980
C -0.675 -1.578 -0.915
N -0.698 -2.838 -0.680
H -1.672 0.077 -0.493
H -2.624 -1.312 -0.611
H 0.199 -0.975 -1.133
H 0.273 -3.141 -0.688
*
```

***

What is the stability order? It is b), a), from most stable to least stable.

***

a) Here is a 2-piece molecular cluster, C4H8NOS overall from the OMol25 dataset. Energies are from wB97M-V/def2-TZVPD.

Properties
- Frontier orbital gap: 6.426 eV
- E_HOMO: -0.119 Eh

```
! RIJCOSX wB97M-V def2-TZVPD def2/J DEFGRID3
* xyz -1 1
C 1.341 0.797 -0.007
C 0.778 -1.491 0.848
S -0.288 -2.263 1.971
C 0.629 1.471 -1.065
N -0.704 0.917 -1.448
C -1.579 0.472 -0.366
O 1.001 2.457 -1.703
H 0.790 -0.060 0.575
H 2.375 0.716 -0.351
H 1.842 -1.592 1.144
H 0.579 -1.946 -0.115
H -0.937 1.627 -2.140
H -1.289 0.811 0.625
H -2.614 0.748 -0.527
H -1.491 -0.605 -0.356
*
```

***

b) Here is an isolated ion of composition C4H8NOS and charge -1 from the OMol25 dataset. Energies are from wB97M-V/def2-TZVPD.

Properties
- Frontier orbital gap: 6.422 eV
- SMILES: CN[C@@H](C=O)C[S-]
- E_HOMO: -0.100 Eh

```
! RIJCOSX wB97M-V def2-TZVPD def2/J DEFGRID3
* xyz -1 1
C -1.316 -0.099 1.578
N -0.458 -0.717 0.553
C 0.374 0.278 -0.153
C -0.176 0.526 -1.567
S 1.009 1.669 -2.372
C 1.707 -0.409 -0.380
O 2.496 -0.719 0.489
H -2.178 -0.742 1.780
H -1.818 0.731 1.069
H -0.803 0.109 2.515
H 0.140 -1.375 1.029
H 0.523 1.186 0.440
H -1.200 0.900 -1.494
H -0.117 -0.412 -2.123
H 1.816 -0.924 -1.362
*
```

***

What is the stability order? It is b), a), from most stable to least stable.

***

a) Here is one molecule with the formula C5H13NSi from the OMol25 dataset. Energies are from wB97M-V/def2-TZVPD.

Properties
- Frontier orbital gap: 8.445 eV
- SMILES: C/N=[Si](/C)C(C)C
- E_HOMO: -0.297 Eh

```
! RIJCOSX wB97M-V def2-TZVPD def2/J DEFGRID3
* xyz 0 1
C -0.272 1.079 -0.969
C -0.858 1.966 0.310
C 0.537 -3.170 0.260
C 0.935 0.500 1.326
C -1.351 1.124 -2.098
N 0.769 -1.869 -0.211
Si 0.644 -0.311 -0.274
H 0.563 1.710 -1.473
H -1.410 1.269 0.969
H -0.041 2.607 0.674
H -1.650 2.660 -0.095
H 0.707 -3.922 -0.399
H 1.039 -3.381 1.197
H -0.504 -3.371 0.485
H 0.052 0.468 1.913
H 1.604 -0.289 1.743
H 1.384 1.521 1.393
H -2.259 0.609 -1.665
H -1.760 1.987 -1.833
H -1.245 0.989 -3.209
*
```

***

b) Here is a 2-piece molecular cluster, C5H13NSi overall from the OMol25 dataset. Energies are from wB97M-V/def2-TZVPD.

Properties
- Frontier orbital gap (alpha / beta): 6.152 / 8.123 eV
- E_HOMO (alpha / beta): -0.231 / -0.288 Eh

```
! RIJCOSX wB97M-V def2-TZVPD def2/J DEFGRID3
* xyz 0 1
C -2.444 0.623 0.116
C -2.729 -0.754 -0.088
C 0.624 -1.394 1.010
C 1.106 1.770 0.395
C 2.442 -0.322 -1.550
N -1.865 -0.082 -0.961
Si 1.090 -0.006 -0.211
H -3.238 1.399 0.036
H -1.824 1.140 0.866
H -2.249 -1.471 0.601
H -3.668 -1.106 -0.389
H 1.145 -2.322 0.931
H 0.708 -1.001 2.077
H -0.524 -1.414 1.137
H 2.036 2.321 0.477
H 0.584 2.238 -0.364
H 0.629 1.851 1.421
H 3.062 0.497 -1.910
H 3.116 -1.047 -1.124
H 1.999 -0.917 -2.468
*
```

***

What is the stability order? It is a), b), from most stable to least stable.

***

a) Here is a 2-piece molecular cluster, C4H14N2O overall from the OMol25 dataset. Energies are from wB97M-V/def2-TZVPD.

Properties
- Frontier orbital gap (alpha / beta): 2.848 / 9.012 eV
- E_HOMO (alpha / beta): 0.044 / -0.185 Eh

```
! RIJCOSX wB97M-V def2-TZVPD def2/J DEFGRID3
* xyz -1 2
N -1.809 1.189 -1.629
C -0.943 1.375 -0.459
C 0.436 0.711 -0.650
N 0.729 -0.436 0.174
C 1.810 -1.239 -0.385
C 0.962 -0.236 1.595
H -2.309 0.321 -1.497
H -2.378 2.012 -1.746
H -0.741 2.427 -0.226
H -1.496 1.116 0.446
H 0.419 0.473 -1.709
H 1.204 1.494 -0.536
H 2.001 -1.420 -1.441
H 1.780 -2.173 0.183
H 2.817 -0.839 -0.140
H 1.203 0.774 1.904
H -0.038 -0.362 2.069
H 1.458 -1.011 2.173
H -2.216 -1.816 1.037
H -0.984 -1.069 0.552
O -1.907 -1.292 0.283
*
```

***

b) Here is a 2-piece molecular cluster, C4H14N2O overall from the OMol25 dataset. Energies are from wB97M-V/def2-TZVPD.

Properties
- Frontier orbital gap (alpha / beta): 2.956 / 9.195 eV
- E_HOMO (alpha / beta): 0.035 / -0.201 Eh

```
! RIJCOSX wB97M-V def2-TZVPD def2/J DEFGRID3
* xyz -1 2
C -2.364 -0.190 0.141
C -0.933 -0.610 -0.162
C -0.340 -1.391 1.000
N -0.097 0.531 -0.531
C 0.216 0.603 -1.945
N 0.997 1.816 -2.173
H -2.831 0.379 -0.652
H -2.951 -1.091 0.264
H -2.403 0.306 1.109
H -0.973 -1.325 -1.000
H -1.076 -2.084 1.388
H 0.612 -1.880 0.770
H 0.043 -0.698 1.759
H 0.788 0.490 -0.016
H 0.659 -0.324 -2.330
H -0.741 0.773 -2.438
H 1.823 1.689 -2.732
H 1.157 2.281 -1.293
H 2.021 0.300 2.854
H 3.531 0.141 2.649
O 2.863 0.284 3.341
*
```

***

What is the stability order? It is b), a), from most stable to least stable.

***

a) Here is an isolated ion of composition C5H7N2O and charge +1 from the OMol25 dataset. Energies are from wB97M-V/def2-TZVPD.

Properties
- Frontier orbital gap: 10.101 eV
- SMILES: c1noc2c1C[NH2+]C2
- E_HOMO: -0.512 Eh

```
! RIJCOSX wB97M-V def2-TZVPD def2/J DEFGRID3
* xyz 1 1
C 0.370 -2.093 0.955
C 0.254 -0.789 0.516
C -0.860 -0.763 -0.302
C 0.884 0.527 0.690
C -0.976 0.931 -0.937
N -0.622 -2.764 0.375
N 0.366 1.428 -0.522
O -1.353 -1.961 -0.413
H 1.087 -2.454 1.577
H 0.612 1.137 1.660
H 2.075 0.607 0.636
H -1.115 1.022 -2.103
H -1.846 1.319 -0.542
H 0.200 2.410 -0.263
H 0.925 1.442 -1.327
*
```

***

b) Here is a 2-piece molecular cluster, C5H7N2O overall from the OMol25 dataset. Energies are from wB97M-V/def2-TZVPD.

Properties
- Frontier orbital gap (alpha / beta): 8.329 / 9.038 eV
- E_HOMO (alpha / beta): -0.526 / -0.529 Eh

```
! RIJCOSX wB97M-V def2-TZVPD def2/J DEFGRID3
* xyz 1 1
C -0.191 0.420 -0.031
C 2.084 0.443 -0.487
C -3.136 0.400 -0.195
C 0.246 -0.646 0.875
C 1.769 -0.749 0.464
N -2.309 1.278 -0.382
N 0.700 1.058 -0.657
O 3.071 0.800 -0.995
H -4.220 0.561 -0.384
H -2.828 -0.681 -0.002
H 0.202 -0.517 1.898
H -0.083 -1.615 0.593
H 1.688 -1.466 -0.445
H 2.500 -1.012 1.193
H 0.507 1.727 -1.445
*
```

***

What is the stability order? It is a), b), from most stable to least stable.